Computed, not measured: the molecule C6H9N, with ωB97M-V/def2-TZVPD.

XYZ file:
```
16
Properties=species:S:1:pos:R:3:forces:R:3:mulliken_charge:R:1
C -0.1527 -1.3808 -2.2418 0.14 0.05 0.25 -1.19
C 0.0303 -0.6003 -0.9645 0.28 0.30 0.20 0.86
C 1.0948 0.2549 -0.8204 -0.92 -0.04 -0.65 -0.78
N 0.8664 1.0251 0.2869 0.42 -0.06 1.20 -0.09
C -0.2071 0.5400 0.9886 -0.38 -0.35 -0.84 0.59
C -0.8324 -0.4101 0.1935 1.93 -0.78 -0.10 -0.89
C -0.5167 1.0173 2.3572 -0.48 0.65 0.02 -1.18
H -0.4500 -0.6487 -2.9865 -0.21 -0.20 -0.39 0.25
H 0.7928 -1.8198 -2.5664 0.03 0.09 0.02 0.32
H -0.8738 -2.1955 -2.2292 -0.18 0.13 0.28 0.32
H 1.8912 0.4608 -1.5158 0.08 0.08 0.07 0.39
H 1.5903 1.5264 0.7758 -0.04 0.18 -0.21 0.25
H -1.3560 -1.2722 0.5772 -0.98 0.48 0.02 0.24
H 0.3773 1.2531 2.9353 0.03 -0.31 0.09 0.34
H -1.1002 1.9471 2.3413 0.07 -0.05 -0.14 0.25
H -1.1544 0.3028 2.8687 0.20 -0.19 0.18 0.31
```
Positions in Å, forces in eV/Å.

Calculated values
Relative energy (zero: lowest compared OMol25 entry of this formula, charge and spin) (kcal per mole): 14.22
HOMO (eV): -7.83

Computed, not measured: a structure of composition C24H21MoN2OPS3Se3Te, with ωB97M-V/def2-TZVPD.

XYZ file:
```
57
Properties=species:S:1:pos:R:3:forces:R:3:mulliken_charge:R:1
Mo -0.3788 0.5198 1.2215 -0.59 0.04 -0.10 0.72
Se 1.2823 2.4664 0.7886 0.18 -0.11 0.16 0.41
Se 0.5695 4.4936 1.7020 0.11 -0.02 0.04 -0.16
Te -1.8396 4.3060 1.1829 -0.10 0.09 -0.06 0.12
Se -2.0475 1.9760 2.1096 -0.15 0.08 0.09 -0.23
N -5.5717 -4.6203 1.7126 -0.01 -0.02 -0.01 -0.29
C -4.5984 -4.2623 2.5716 -0.04 0.05 0.07 0.27
O -4.3841 -4.8185 3.6242 0.02 -0.02 -0.02 -0.58
C -3.7235 -3.0793 2.1846 0.03 0.02 -0.05 1.02
C -3.8445 -2.3175 1.0286 0.01 0.01 0.07 -0.89
C -2.9567 -1.2846 0.8028 -0.13 0.01 0.01 -0.72
N -1.9751 -0.9753 1.6633 0.38 0.11 -0.21 0.24
C -1.8817 -1.6902 2.7997 -0.05 -0.04 0.13 -0.19
C -2.7230 -2.7412 3.0868 0.00 0.06 -0.03 -0.70
H -6.1633 -5.3919 1.9773 0.00 0.00 -0.01 0.25
H -5.7693 -4.1410 0.8553 0.00 -0.01 -0.01 0.14
H -4.6137 -2.4922 0.2906 0.00 -0.02 -0.01 0.27
H -3.0476 -0.6668 -0.0800 0.02 -0.04 -0.01 0.56
H -1.1068 -1.3982 3.4951 0.02 -0.04 -0.02 0.33
H -2.6209 -3.3054 4.0032 -0.01 -0.01 -0.01 0.52
S 1.3331 2.9427 -1.3947 -0.16 0.07 -0.23 -0.30
P 0.6580 1.1612 -2.2358 -0.03 0.16 -0.02 1.54
S -0.7171 0.1607 -1.0301 0.23 -0.15 0.12 -0.11
C 2.0483 0.1032 -2.5879 0.00 -0.12 0.02 0.63
C 2.7464 0.3024 -3.7809 0.01 0.06 -0.02 -0.40
C 3.8785 -0.4503 -4.0409 0.01 -0.02 0.00 -0.76
C 4.3123 -1.3956 -3.1212 0.00 -0.01 0.00 -0.43
C 3.6170 -1.5952 -1.9357 0.01 -0.01 0.00 -0.80
C 2.4847 -0.8477 -1.6654 -0.07 0.02 0.03 -0.14
C -0.1625 1.5908 -3.7601 0.05 -0.02 -0.04 0.27
C -0.5359 0.5274 -4.5887 0.04 -0.04 0.02 -0.33
C -1.1815 0.7894 -5.7820 -0.02 0.00 -0.02 -0.75
C -1.4445 2.1022 -6.1570 0.00 0.00 0.00 -0.44
C -1.0709 3.1559 -5.3364 0.01 -0.02 0.02 -0.72
C -0.4329 2.9050 -4.1315 -0.04 0.08 0.05 -0.39
H 2.4134 1.0351 -4.5053 -0.02 0.00 0.01 0.43
H 4.4194 -0.3011 -4.9648 0.01 0.00 -0.01 0.42
H 5.1936 -1.9859 -3.3319 0.01 0.00 -0.01 0.42
H 3.9529 -2.3404 -1.2280 0.00 -0.01 0.00 0.44
H 1.9350 -1.0177 -0.7481 0.00 0.00 -0.02 0.18
H -0.3156 -0.4969 -4.3111 0.01 0.00 0.01 0.41
H -1.4729 -0.0292 -6.4252 0.00 0.00 -0.01 0.42
H -1.9414 2.3016 -7.0966 0.00 0.01 -0.01 0.42
H -1.2726 4.1765 -5.6299 -0.01 0.00 -0.02 0.43
H -0.1571 3.7352 -3.4948 0.01 -0.01 0.01 0.31
S 1.3923 -0.4030 2.1875 0.28 -0.15 0.00 -0.18
C 1.9505 0.4522 3.6311 -0.05 -0.02 0.04 1.04
C 3.3280 0.5153 3.8263 0.01 -0.03 0.02 -0.52
C 3.8129 1.1845 4.9389 0.00 0.00 0.00 -0.56
C 2.9327 1.7623 5.8428 -0.01 0.01 0.02 -0.48
C 1.5589 1.6848 5.6419 0.02 0.00 -0.02 -0.81
C 1.0573 1.0300 4.5310 0.00 0.04 -0.02 -0.27
H 4.0072 0.0471 3.1259 -0.01 -0.01 0.00 0.43
H 4.8796 1.2447 5.1049 0.00 -0.01 -0.01 0.41
H 3.3180 2.2718 6.7155 0.00 0.00 0.00 0.42
H 0.8804 2.1330 6.3541 -0.02 0.00 0.01 0.42
H -0.0113 0.9709 4.3637 0.01 -0.01 0.04 0.29
```
Positions in Å, forces in eV/Å.

Calculated values
Relative energy (zero: lowest compared OMol25 entry of this formula, charge and spin) (kcal per mole): 0.25
Charge: +2
HOMO (eV): -13.71

Electronic energy list, top to bottom, in eV: -7857.5429 -277228.1957
Largest force on an atom list, top to bottom, in eV/Å: 2.09 0.60